Entry 1:
224
Properties=species:S:1:pos:R:3:lowdin_charge:R:1 method="wB97M-V/def2-TZVPD" total_energy_ha=-6404.61437 total_charge=-1 homo_ev=-5.965 lumo_energy_ha=0.04619 orbital_gap_ha=0.2654
Zn -2.54 -1.46 1.98 0.69
C 1.35 -0.19 0.08 -0.04
C -0.21 -0.29 0.32 -0.50
C -0.82 0.16 -1.06 -0.05
O -0.78 -1.45 0.85 -0.29
H 1.65 0.75 -0.37 0.05
H 1.69 -1.00 -0.57 0.04
H 1.91 -0.28 1.01 0.04
H -0.50 0.48 1.03 0.10
H -1.81 0.59 -1.00 0.06
H -0.92 -0.62 -1.81 0.08
H -0.26 1.01 -1.45 0.04
O -3.92 0.02 2.34 -0.37
C -5.02 -0.10 1.44 -0.26
C -5.05 -1.45 0.51 -0.33
O -3.89 -2.25 0.49 -0.36
H -4.90 0.75 0.77 0.07
H -6.00 0.06 1.91 0.09
H -5.36 -1.16 -0.49 0.07
H -5.86 -2.17 0.65 0.08
C -2.34 -3.88 3.87 -0.68
O -2.78 -3.01 3.12 0.00
N -2.46 -3.73 5.16 0.18
N -1.81 -5.02 3.54 0.22
H -2.03 -4.35 5.84 0.11
H -3.13 -3.06 5.51 0.09
H -1.72 -5.30 2.58 0.09
H -1.45 -5.47 4.37 0.12
C 6.28 2.32 -1.00 -0.83
O 7.04 1.74 -0.23 0.01
N 6.63 3.49 -1.43 0.17
N 5.22 1.88 -1.53 0.21
H 7.42 3.93 -0.97 0.12
H 5.93 4.02 -1.92 0.09
H 4.67 2.40 -2.20 0.09
H 5.13 0.92 -1.22 0.11
C -0.40 -4.44 -4.11 -0.86
O -0.47 -4.84 -5.24 0.05
N -0.35 -3.22 -3.79 0.18
N -0.48 -5.13 -3.03 0.19
H -0.32 -2.56 -4.55 0.09
H 0.12 -3.00 -2.92 0.08
H -0.38 -4.60 -2.18 0.07
H -0.42 -6.14 -3.08 0.13
C -2.62 -5.82 0.31 -0.83
O -1.96 -6.81 0.31 0.04
N -2.02 -4.68 0.54 0.18
N -3.90 -5.72 0.30 0.21
H -1.04 -4.71 0.30 0.07
H -2.60 -3.86 0.57 0.06
H -4.37 -6.61 0.19 0.13
H -4.44 -4.87 0.26 0.09
C -6.00 3.99 3.31 -0.73
O -6.92 4.84 3.28 -0.03
N -5.51 3.45 2.23 0.19
N -5.41 3.61 4.43 0.17
H -5.92 3.72 1.35 0.08
H -4.84 2.71 2.36 0.08
H -4.47 3.23 4.41 0.07
H -5.76 3.98 5.30 0.11
C -1.57 3.56 -3.55 -0.79
O -1.34 2.68 -4.36 0.02
N -1.95 4.73 -3.86 0.20
N -1.59 3.34 -2.27 0.21
H -1.82 4.91 -4.84 0.14
H -2.11 5.37 -3.09 0.13
H -1.99 4.15 -1.84 0.11
H -1.36 2.42 -1.90 0.07
C -4.87 -4.12 -2.64 -0.71
O -5.01 -4.85 -3.66 -0.03
N -3.76 -3.46 -2.39 0.18
N -5.73 -3.82 -1.68 0.15
H -2.97 -3.55 -3.02 0.10
H -3.73 -2.94 -1.53 0.06
H -5.42 -3.29 -0.88 0.04
H -6.63 -4.28 -1.66 0.11
C -0.26 -0.33 3.94 -0.69
O -1.34 -0.76 3.60 0.01
N 0.88 -0.69 3.45 0.21
N -0.04 0.61 4.85 0.21
H 1.61 -0.03 3.67 0.07
H 0.86 -1.33 2.67 0.10
H -0.74 0.99 5.47 0.08
H 0.93 0.83 5.02 0.06
C -5.02 -1.03 5.80 -0.78
O -5.63 -1.41 6.82 -0.02
N -3.74 -1.03 5.67 0.16
N -5.52 -0.41 4.80 0.20
H -3.18 -1.29 6.48 0.13
H -3.28 -0.68 4.84 0.08
H -4.88 -0.20 4.05 0.06
H -6.52 -0.29 4.67 0.13
C -3.43 3.47 7.64 -0.09
C -3.51 2.06 6.99 -0.25
O -2.41 1.90 6.02 -0.11
H -4.08 3.63 8.50 0.07
H -3.70 4.27 6.94 0.06
H -2.43 3.66 8.05 0.06
H -4.50 1.95 6.56 0.09
H -3.50 1.34 7.81 0.10
H -2.77 1.83 5.13 0.03
C -6.14 3.89 -2.87 -0.07
C -5.61 3.27 -1.60 -0.34
O -6.40 3.65 -0.51 -0.07
H -6.73 4.78 -2.63 0.08
H -6.70 3.15 -3.43 0.07
H -5.29 4.11 -3.52 0.06
H -4.57 3.51 -1.37 0.09
H -5.46 2.20 -1.73 0.10
H -7.18 3.10 -0.58 0.11
C 1.33 -4.42 0.98 -0.07
C 1.59 -3.84 -0.38 -0.28
O 0.30 -3.48 -0.86 -0.14
H 0.92 -3.64 1.62 0.07
H 2.30 -4.76 1.36 0.08
H 0.58 -5.21 0.97 0.07
H 2.13 -4.57 -0.98 0.10
H 2.21 -2.96 -0.26 0.07
H -0.05 -2.83 -0.24 0.04
C -2.25 3.23 1.21 -0.08
C -1.83 2.98 2.62 -0.32
O -2.86 2.41 3.33 -0.12
H -1.34 3.43 0.64 0.07
H -2.82 4.15 1.24 0.08
H -2.71 2.37 0.73 0.08
H -1.35 3.83 3.11 0.13
H -1.09 2.19 2.66 0.09
H -3.01 1.56 2.92 0.04
C 3.84 -1.36 -2.72 -0.02
C 5.16 -1.86 -2.02 -0.52
C 4.90 -2.35 -0.65 -0.05
O 5.87 -2.73 -2.83 -0.02
H 3.19 -2.23 -2.70 0.07
H 3.93 -0.88 -3.70 0.06
H 3.36 -0.64 -2.05 0.04
H 5.79 -0.97 -2.01 0.12
H 5.85 -2.41 -0.13 0.09
H 4.40 -3.32 -0.68 0.07
H 4.25 -1.62 -0.17 0.07
H 5.67 -3.61 -2.52 0.07
C 3.19 -4.71 -4.90 -0.04
C 3.59 -5.89 -3.99 -0.44
C 4.84 -6.61 -4.49 -0.07
O 3.97 -5.44 -2.68 -0.08
H 2.51 -4.01 -4.42 0.06
H 2.67 -5.05 -5.80 0.08
H 4.05 -4.23 -5.38 0.08
H 2.76 -6.60 -3.99 0.13
H 4.64 -6.98 -5.49 0.08
H 5.11 -7.49 -3.90 0.07
H 5.68 -5.91 -4.55 0.08
H 3.95 -6.12 -2.01 0.09
C -4.28 0.66 -4.03 -0.06
C -3.38 -0.29 -4.75 -0.48
C -4.21 -1.17 -5.69 -0.02
O -2.32 0.38 -5.38 -0.06
H -3.78 1.40 -3.40 0.06
H -4.98 0.12 -3.40 0.09
H -4.89 1.22 -4.74 0.08
H -2.95 -0.84 -3.91 0.12
H -4.87 -1.87 -5.17 0.08
H -3.53 -1.83 -6.23 0.09
H -4.79 -0.53 -6.35 0.08
H -2.11 1.20 -4.93 0.03
C 4.37 -1.40 4.54 -0.03
C 5.54 -2.18 3.92 -0.49
C 6.53 -1.29 3.12 -0.05
O 6.39 -2.79 4.84 -0.05
H 3.96 -2.02 5.34 0.09
H 3.59 -1.08 3.85 0.06
H 4.78 -0.48 4.97 0.05
H 5.19 -2.95 3.22 0.13
H 5.97 -0.72 2.38 0.06
H 7.41 -1.81 2.74 0.08
H 6.82 -0.53 3.84 0.08
H 7.17 -3.15 4.41 0.09
C 4.37 7.57 1.38 -0.06
C 4.38 6.37 0.42 -0.48
C 4.57 5.02 1.13 -0.05
O 3.20 6.37 -0.31 -0.06
H 3.97 7.40 2.38 0.07
H 3.78 8.44 1.11 0.07
H 5.33 8.03 1.58 0.07
H 5.16 6.59 -0.32 0.13
H 5.61 4.74 1.27 0.08
H 4.13 4.18 0.59 0.06
H 4.09 5.03 2.10 0.07
H 3.38 5.78 -1.05 0.02
C 4.46 1.98 3.62 -0.05
C 3.10 2.33 4.20 -0.46
C 2.18 2.51 2.99 -0.03
O 2.69 1.28 5.03 -0.08
H 4.45 1.22 2.85 0.08
H 5.22 1.82 4.39 0.08
H 4.84 2.75 2.94 0.06
H 3.12 3.24 4.80 0.14
H 2.68 3.18 2.29 0.06
H 1.22 2.91 3.32 0.07
H 1.93 1.57 2.51 0.06
H 3.40 1.24 5.68 0.10
C 2.61 3.74 -4.34 -0.02
C 2.47 4.31 -2.92 -0.45
C 2.16 3.27 -1.81 -0.03
O 3.72 4.84 -2.61 -0.09
H 1.69 3.29 -4.71 0.07
H 3.31 2.91 -4.36 0.08
H 2.87 4.48 -5.09 0.08
H 1.77 5.15 -2.81 0.14
H 2.74 2.35 -1.86 0.05
H 1.10 3.06 -1.93 0.06
H 2.31 3.61 -0.79 0.07
H 3.94 5.47 -3.30 0.11
C 0.77 0.09 -4.20 -0.07
C 1.02 -0.10 -5.68 -0.48
C 2.32 -0.86 -5.95 -0.03
O -0.07 -0.86 -6.11 -0.05
H -0.16 0.62 -4.03 0.05
H 1.58 0.62 -3.70 0.06
H 0.77 -0.82 -3.61 0.06
H 1.05 0.90 -6.11 0.13
H 2.59 -0.93 -7.00 0.08
H 2.36 -1.86 -5.52 0.07
H 3.08 -0.26 -5.44 0.05
H -0.87 -0.44 -5.77 0.02

---

Entry 2:
87
Properties=species:S:1:pos:R:3:lowdin_charge:R:1 method="wB97M-V/def2-TZVPD" total_energy_ha=-2387.61158 total_charge=+1 homo_ev=-11.326 lumo_energy_ha=-0.13448 orbital_gap_ha=0.2817
C 2.56 -0.97 -0.72 0.13
C 1.56 -0.35 -0.94 -0.11
C 0.30 0.34 -1.20 -0.13
N -0.77 -0.67 -1.25 0.13
C -2.05 -0.52 -1.01 -0.39
N -2.54 0.42 -0.18 0.23
N -2.98 -1.33 -1.69 0.15
H 3.26 -1.74 -0.53 0.07
H 0.10 1.11 -0.46 0.13
H 0.38 0.77 -2.19 0.14
H -0.48 -1.57 -1.60 0.17
H -3.55 0.42 -0.28 0.13
H -2.31 0.29 0.80 0.12
H -3.02 -2.27 -1.30 0.13
H -2.68 -1.37 -2.66 0.10
C -5.23 -0.44 -10.07 -0.04
C -4.52 0.46 -9.28 -0.05
C -4.37 0.23 -7.93 0.00
C -4.94 -0.91 -7.35 -0.09
C -5.66 -1.80 -8.15 -0.08
C -5.80 -1.57 -9.51 0.01
C -6.31 -3.01 -7.55 -0.27
O -6.93 -3.79 -8.24 0.12
C -6.18 -3.22 -6.08 -0.07
C -6.81 -4.30 -5.49 0.01
C -6.68 -4.51 -4.12 -0.05
C -5.92 -3.64 -3.35 -0.06
C -5.30 -2.56 -3.94 -0.02
C -5.43 -2.34 -5.31 -0.09
C -4.75 -1.15 -5.90 -0.27
O -4.07 -0.42 -5.21 0.08
H -5.34 -0.25 -11.13 0.11
H -4.09 1.35 -9.73 0.11
H -3.82 0.92 -7.31 0.12
H -6.35 -2.27 -10.12 0.12
H -7.40 -4.97 -6.09 0.13
H -7.18 -5.36 -3.66 0.11
H -5.82 -3.81 -2.28 0.10
H -4.71 -1.87 -3.36 0.08
C 1.02 0.09 3.11 -0.06
C 1.81 -0.17 4.23 -0.03
C 1.24 -0.16 5.49 0.02
C -0.12 0.12 5.64 -0.07
C -0.90 0.40 4.52 -0.09
C -0.32 0.37 3.26 -0.02
C -2.34 0.73 4.63 -0.27
O -3.01 0.94 3.63 0.08
C -2.94 0.79 5.99 -0.09
C -4.27 1.15 6.13 0.00
C -4.84 1.20 7.39 -0.05
C -4.09 0.88 8.51 -0.04
C -2.75 0.52 8.38 0.01
C -2.17 0.48 7.12 -0.08
C -0.73 0.12 7.00 -0.27
O -0.07 -0.16 7.98 0.12
H 1.46 0.07 2.12 0.09
H 2.87 -0.37 4.11 0.11
H 1.84 -0.36 6.37 0.13
H -0.93 0.59 2.40 0.08
H -4.86 1.40 5.26 0.12
H -5.88 1.49 7.50 0.11
H -4.54 0.92 9.50 0.11
H -2.16 0.28 9.25 0.12
C 6.41 1.17 -1.94 -0.05
C 5.35 0.67 -1.19 -0.07
C 5.38 0.76 0.19 -0.01
C 6.46 1.34 0.83 -0.08
C 7.53 1.83 0.08 -0.08
C 7.50 1.75 -1.31 0.01
C 8.72 2.42 0.75 -0.27
O 9.65 2.85 0.10 0.12
C 8.74 2.46 2.24 -0.08
C 9.86 2.97 2.89 0.00
C 9.90 3.02 4.27 -0.05
C 8.80 2.59 5.01 -0.05
C 7.68 2.08 4.37 0.00
C 7.65 2.01 2.99 -0.08
C 6.45 1.44 2.32 -0.27
O 5.49 1.06 2.96 0.09
H 6.39 1.10 -3.02 0.11
H 4.51 0.21 -1.68 0.07
H 4.56 0.38 0.78 0.10
H 8.33 2.14 -1.88 0.12
H 10.71 3.31 2.30 0.12
H 10.77 3.41 4.77 0.11
H 8.83 2.64 6.09 0.11
H 6.83 1.74 4.95 0.12